1.
Computed, not measured: a cluster of 14 separate species, C2H31O14 in total at a distorted geometry, with ωB97M-V/def2-TZVPD.

Structure (XYZ):
```
47
Properties=species:S:1:pos:R:3:forces:R:3:mulliken_charge:R:1
C -6.9477 -7.1140 -12.4402 0.25 -1.76 0.53 -0.269
C -7.3747 -6.1964 -11.2973 -0.10 0.69 -0.68 -0.644
O -6.9360 -4.8757 -11.4507 -0.05 0.11 0.45 0.272
H -5.9033 -7.4477 -12.4925 0.24 0.93 0.24 0.121
H -7.2468 -6.7630 -13.4193 -0.22 0.30 0.01 -0.271
H -7.3988 -8.1021 -12.2572 -0.49 0.23 -0.23 0.232
H -7.1035 -6.6470 -10.3261 0.07 -0.14 -0.09 0.805
H -8.4842 -6.2034 -11.3347 0.04 -0.25 0.19 -0.190
O -9.0924 -10.1921 -11.8299 0.00 -0.20 0.01 -0.609
H -8.8079 -10.9312 -12.3787 0.01 0.07 0.07 0.290
H -9.3087 -10.5864 -10.9757 0.07 0.16 -0.04 0.310
O -4.3309 -6.4362 -9.6462 -0.06 0.10 0.23 -0.670
H -5.0432 -5.8156 -9.8668 0.20 -0.13 -0.25 0.373
H -3.7008 -5.9218 -9.1330 -0.06 -0.06 -0.05 0.266
O -6.7883 -4.2565 -8.4929 0.34 -0.15 0.07 -0.730
H -6.7311 -3.3343 -8.7634 -0.12 -0.06 -0.06 0.350
H -6.7807 -4.7463 -9.3347 -0.30 0.34 -0.23 0.094
O -4.5169 -3.6797 -10.8929 0.17 0.39 0.39 -0.678
H -4.3463 -3.6592 -9.9450 -0.13 0.16 -0.10 0.314
H -5.4844 -3.8300 -10.9831 0.05 -0.52 -0.28 0.170
O -4.0297 -9.9293 -13.3146 0.13 0.18 0.03 -0.678
H -3.2136 -9.5557 -12.9575 -0.05 -0.05 -0.17 0.346
H -4.2940 -9.3162 -14.0127 0.01 -0.03 0.13 0.320
O -4.8402 -9.0182 -10.5044 0.54 0.31 -0.18 -0.562
H -4.4865 -8.1369 -10.2629 -0.33 -0.28 -0.01 0.344
H -4.5770 -9.1344 -11.4286 -0.28 -0.17 0.11 0.233
O -3.8310 -5.4615 -13.0460 -0.11 -0.34 -0.34 -0.690
H -4.7547 -5.3037 -12.7947 0.11 0.07 0.12 0.291
H -3.3362 -5.0196 -12.3510 -0.22 0.15 0.13 0.307
O -11.1606 -6.8741 -10.5473 -0.02 0.03 -0.05 -0.649
H -10.2990 -6.4936 -10.3308 -0.12 -0.03 0.01 0.345
H -11.7060 -6.1138 -10.7716 0.11 0.03 0.10 0.305
O -8.8574 -4.8209 -13.9289 0.08 -0.24 0.28 -0.701
H -8.2874 -4.8985 -13.1325 -0.11 0.01 -0.18 0.150
H -9.7576 -4.8244 -13.5868 0.09 -0.01 0.00 0.270
O -9.8263 -3.6910 -9.7669 0.14 -0.07 -0.27 -0.697
H -10.1516 -2.9564 -10.2983 0.11 -0.06 -0.02 0.300
H -8.9745 -3.9299 -10.1744 -0.08 0.03 0.09 0.361
O -7.1620 -9.7036 -9.0206 -0.44 -0.19 0.08 -0.661
H -6.9442 -9.6356 -9.9586 0.20 0.13 0.11 0.350
H -6.4162 -9.2830 -8.5858 0.10 0.01 -0.15 0.304
O -7.4693 -2.5400 -13.1283 0.01 0.31 0.28 -0.762
H -7.4216 -3.1401 -12.3606 0.21 -0.11 -0.29 0.220
H -7.7959 -3.1139 -13.8323 -0.06 0.07 0.09 0.368
O -6.4866 -6.7165 -15.9683 0.21 -0.21 -0.12 -0.647
H -7.0306 -7.0932 -15.2688 -0.03 0.13 -0.02 0.383
H -5.6323 -6.5563 -15.5502 -0.12 0.11 0.05 0.313
```
Forces are in eV/Å.

Output
- E_HOMO: -0.206 hartree
- Total charge: -1
- Energy relative to the best compared isomer or geometry (same formula, charge and spin): 15.3 kcal per mole
- 2S+1: 1

2.
Computed, not measured: a cluster of 13 separate species, C2H32N2O12 in total at a distorted geometry, with ωB97M-V/def2-TZVPD.

Structure (XYZ):
```
48
Properties=species:S:1:pos:R:3:forces:R:3:mulliken_charge:R:1
N 3.0240 -1.5107 1.5274 0.65 2.76 -1.19 -0.612
C 2.8392 -0.4931 2.5978 -0.51 -1.65 2.27 -0.856
C 1.5980 0.3752 2.5426 -0.31 0.34 1.81 -0.182
N 1.6063 1.2817 1.3997 0.93 0.37 0.00 -0.258
H 2.1388 -1.6817 1.0646 -0.76 -0.57 0.65 0.262
H 3.3574 -0.8936 0.7554 0.69 -1.08 0.46 0.341
H 3.7211 0.0519 2.8797 0.84 0.66 -1.06 0.397
H 2.8191 -1.0516 3.5617 -0.74 0.00 -0.44 0.329
H 0.7935 -0.3104 2.4117 -0.88 -0.62 -0.54 0.004
H 1.2758 0.8041 3.5985 1.23 -0.18 -1.93 0.320
H 0.7238 1.7703 1.3528 0.37 0.74 0.65 0.252
H 2.3566 2.0005 1.4166 -0.85 -0.67 0.35 0.272
H -4.0400 -1.7796 -1.1654 0.45 -0.35 -0.91 0.329
H -4.4119 -1.2034 0.0982 -0.59 0.04 0.06 0.360
O -4.6748 -1.1469 -0.8320 -0.30 -0.63 0.50 -0.707
H -1.3480 -2.9313 -0.8493 -0.63 0.28 1.42 0.310
H -1.2877 -2.1097 -1.9133 -1.04 1.19 0.50 0.323
O -1.8260 -2.1046 -1.0668 1.50 -1.15 -2.17 -0.647
H 0.2732 -3.5291 1.2277 -0.12 -0.09 0.40 0.251
H -0.9325 -2.5646 1.5278 -0.19 -0.03 0.45 0.310
O -0.1949 -2.7417 0.9454 0.55 0.10 -0.53 -0.540
H 1.4421 -2.3933 -2.8806 0.31 -0.05 0.68 0.272
H 0.4428 -2.4533 -3.9376 -0.39 -0.19 -0.20 0.328
O 0.6284 -2.8578 -3.0830 -0.15 0.29 -0.39 -0.625
H 0.2389 2.4423 -1.9163 -0.79 -0.36 0.11 0.434
H -1.1693 1.7303 -1.8106 0.15 -0.17 0.60 0.310
O -0.5821 2.2015 -2.3970 0.57 0.72 -1.17 -0.796
H 2.0900 -0.3518 -2.0655 -0.19 1.12 -0.23 0.339
H 2.1139 -0.0012 -0.4663 -0.18 0.53 0.02 0.076
O 2.0426 -0.6526 -1.1596 -0.04 -1.62 0.15 -0.566
H 2.2366 1.6408 -0.8000 0.28 -0.11 0.05 0.255
H 2.5641 3.0219 -1.4344 0.32 0.07 -0.08 0.249
O 1.8618 2.4604 -1.1106 -0.41 0.73 -0.15 -0.570
H -2.1923 2.3133 0.9363 -0.01 0.14 -0.13 0.240
H -2.3066 2.8977 2.3405 1.38 0.16 -1.61 0.348
O -1.7079 2.9168 1.5240 -1.38 -0.33 1.76 -0.645
H 0.4376 1.2121 -3.4743 0.87 -0.22 -0.24 0.431
H 1.8999 1.4366 -4.0499 -0.37 -0.04 0.02 0.276
O 1.2483 0.7537 -3.8489 -0.37 -0.01 0.29 -0.688
H -0.3882 -0.0157 -0.2136 -0.30 -0.68 -0.46 0.188
H -0.1297 1.3014 0.3609 -1.43 -0.32 -1.16 -0.043
O -0.8565 0.8221 -0.1152 1.37 0.05 1.07 0.034
H -1.7151 0.3918 1.9527 0.01 -0.47 0.62 0.302
H -3.0494 -0.2228 1.9311 0.79 -0.05 1.08 0.455
O -2.2268 -0.2492 2.4922 -0.53 0.35 -1.24 -0.733
H -2.8910 0.1432 0.0103 0.56 0.27 -0.08 0.275
H -4.2954 0.5425 -0.2571 1.13 0.72 1.12 0.424
O -3.5476 0.7376 0.3918 -1.49 0.01 -1.15 -0.827
```
Forces are in eV/Å.

Output
- E_HOMO: -0.366 hartree
- Energy relative to the best compared isomer or geometry (same formula, charge and spin): 38.2 kcal per mole
- 2S+1: 1

3.
Computed, not measured: a cluster of 17 separate species, C2H39NO17 in total at a distorted geometry, with ωB97M-V/def2-TZVPD.

Structure (XYZ):
```
59
Properties=species:S:1:pos:R:3:forces:R:3:mulliken_charge:R:1
C -0.8706 -0.0661 1.0016 2.95 0.24 -0.56 1.909
O -0.2002 -1.3722 0.8798 -2.03 0.59 0.55 -0.532
C 0.2692 0.8082 0.3899 1.09 1.41 1.94 1.928
N 0.1753 2.2764 0.3421 -0.23 0.00 1.03 -0.639
H -1.7351 0.0088 0.4054 -1.09 -0.70 -1.15 -0.017
H -1.2366 0.2423 2.0007 1.20 -0.53 -0.61 -1.335
H 0.4267 -1.4064 1.5967 0.57 -0.11 0.52 0.258
H 1.1492 0.7058 1.0688 -0.76 -0.61 0.08 -0.744
H 0.7542 0.3756 -0.4827 -1.10 0.13 -0.61 -0.656
H -0.1593 2.6946 1.2328 -0.36 -0.52 -1.08 0.136
H -0.2222 2.7624 -0.4321 -0.38 -0.16 -0.62 0.141
H 2.5683 -0.7077 -3.5789 -0.90 -0.93 -0.69 0.320
H 3.3791 0.1402 -2.8260 0.92 0.35 -0.57 0.347
O 3.3130 -0.1468 -3.7600 0.05 0.55 1.25 -0.669
H 3.2282 -0.2375 1.3980 -0.09 1.78 -0.66 0.444
H 2.4978 -0.2940 2.8931 0.93 -0.17 -1.76 0.245
O 3.0186 -0.7339 2.1640 -1.00 -1.51 2.61 -0.606
H 2.9717 -3.2369 -1.1832 -0.91 0.82 -0.18 0.396
H 3.6497 -2.5125 0.0665 -0.55 0.88 1.04 0.347
O 3.6130 -3.2560 -0.4859 1.35 -2.33 -0.40 -0.627
H -0.9496 -1.9697 -1.9203 0.91 0.14 0.93 0.517
H -1.1614 -2.4947 -0.3291 1.44 0.71 0.72 0.315
O -1.3710 -2.5144 -1.2442 -2.44 -1.49 -0.95 -0.763
H -4.1819 -2.1659 -1.6980 -0.11 -0.79 -0.26 0.290
H -3.0998 -1.4652 -0.9371 2.19 -0.82 0.79 0.311
O -3.8727 -1.3157 -1.4244 -2.10 1.71 -0.80 -0.612
H 1.2509 1.0079 4.2186 1.45 1.70 -0.07 0.282
H -0.1880 0.8276 3.8565 0.23 -0.10 0.16 0.397
O 0.5783 0.3690 4.2324 -1.64 -1.54 -0.15 -0.684
H -3.3107 -1.7651 1.9119 0.15 -0.69 -0.09 0.310
H -2.3376 -2.7524 2.6627 0.73 -1.49 -0.39 0.281
O -2.7561 -1.9212 2.6855 -1.25 1.54 0.07 -0.688
H -2.0389 3.5747 3.1883 0.17 -1.04 -0.22 0.251
H -1.8347 2.0001 2.8784 -1.08 -0.50 0.57 0.316
O -1.5214 2.8850 2.7346 0.78 1.93 -0.35 -0.600
H -2.8375 0.4953 4.3279 0.30 0.25 -0.94 0.293
H -2.6877 -0.3928 3.1007 0.30 -0.34 0.09 0.222
O -2.5717 0.5275 3.3799 -0.73 0.45 1.81 -0.643
H -0.1300 1.9140 -2.7557 0.02 0.07 0.17 0.295
H 1.0927 1.7934 -3.6100 -0.04 -0.83 0.56 0.248
O 0.6406 1.3297 -2.8727 0.33 0.69 -0.57 -0.534
H -1.2817 4.0554 -3.0246 0.78 -0.78 0.50 0.261
H -2.2540 2.9578 -3.0200 1.25 -0.63 1.05 0.271
O -1.3188 3.1208 -2.7095 -2.05 1.88 -1.46 -0.557
H 2.5972 -0.0296 -0.8250 -0.55 -0.22 0.00 0.314
H 3.6169 -1.0618 -0.2169 -0.37 1.95 -1.21 0.153
O 3.5010 -0.1180 -0.5319 0.91 -1.17 0.70 -0.781
H 0.8152 -2.5532 -3.0797 -0.60 0.39 0.12 0.224
H 2.0643 -3.3590 -3.2082 -0.12 0.08 0.48 0.302
O 1.5021 -2.9348 -2.5338 1.09 -0.58 -0.69 -0.590
H -0.4094 -0.2766 -2.7533 1.46 0.09 -0.25 0.399
H -1.3605 -1.0682 -3.4084 -1.71 -0.66 -1.11 0.283
O -0.4465 -1.1410 -3.2072 0.20 0.94 0.37 -0.736
H 2.0244 3.4764 2.4856 -0.21 -1.01 0.66 0.281
H 1.3193 2.3559 1.8118 0.49 0.02 0.56 0.389
O 1.6899 2.5705 2.6968 0.46 1.16 -0.90 -0.615
H -2.4037 1.6099 -0.5816 0.87 -0.96 1.17 0.240
H -3.4471 0.8756 -1.6439 0.08 -1.42 0.71 0.325
O -3.0161 1.6335 -1.2807 -1.25 2.17 -1.88 -0.614
```
Forces are in eV/Å.

Output
- E_HOMO: -0.342 hartree
- Energy relative to the best compared isomer or geometry (same formula, charge and spin): 58.5 kcal per mole
- 2S+1: 1

4.
Computed, not measured: a structure of composition C2H3AgCaO at a distorted geometry, with ωB97M-V/def2-TZVPD.

Structure (XYZ):
```
8
Properties=species:S:1:pos:R:3:forces:R:3:mulliken_charge:R:1
C 0.7304 1.1677 -0.7528 1.07 -0.25 0.49 -0.805
C 0.5276 0.6006 0.4645 -2.09 -0.44 0.46 0.090
O -0.7624 0.3292 0.8668 1.90 -0.09 1.77 -0.720
Ag -1.3873 -0.9242 -0.8054 0.17 -1.91 0.35 0.198
H 1.7415 1.3566 -1.1225 -0.35 -0.09 0.14 0.228
H -0.0998 1.4824 -1.4099 0.16 -0.12 0.51 0.260
Ca 0.3611 -1.0458 2.8608 -0.70 1.66 -3.49 1.008
H -1.1111 -2.9664 -0.1016 -0.15 1.23 -0.22 -0.260
```
Forces are in eV/Å.

Output
- E_HOMO (spin up / spin down): -0.236 / -0.236 hartree
- 2S+1: 1

5.
Computed, not measured: a structure of composition C2H3AgLiO2 at a distorted geometry, with ωB97M-V/def2-TZVPD.

Structure (XYZ):
```
9
Properties=species:S:1:pos:R:3:forces:R:3:mulliken_charge:R:1
H -3.2856 0.0527 0.2766 -2.87 1.91 -1.94 0.455
O -3.4206 0.6605 -0.7033 1.30 -0.91 2.21 -0.200
C -2.1158 0.6214 -0.7615 -1.68 -1.72 -1.88 0.239
C -1.7404 -0.0201 0.4155 5.08 -0.26 1.64 -0.307
O -0.7297 -0.8586 0.6040 -1.40 -0.46 -0.72 -0.768
Ag 1.0292 -1.8507 -0.0425 2.15 0.91 -0.29 0.906
Li -1.0117 -2.7638 0.1808 -1.72 -0.49 0.49 0.914
H -1.6243 0.6089 -1.7259 0.20 1.01 -0.17 0.352
H -1.8821 0.5927 1.2984 -1.07 0.02 0.66 0.409
```
Forces are in eV/Å.

Output
- E_HOMO (spin up / spin down): -0.681 / -0.753 hartree
- Total charge: +2
- <S²>: 0.76
- 2S+1: 2

6.
Computed, not measured: a structure of composition C2H3AuO2P at a distorted geometry, with ωB97M-V/def2-TZVPD.

Structure (XYZ):
```
9
Properties=species:S:1:pos:R:3:forces:R:3:mulliken_charge:R:1
H -1.6054 0.0796 -1.2469 -0.50 0.35 0.12 0.435
O 0.0659 -1.6097 0.6540 -9.10 13.02 8.28 -0.160
C -0.1716 -0.3259 0.5450 -0.85 1.47 1.70 0.044
H -0.7791 0.1573 1.3433 0.16 -0.92 0.74 0.422
C -0.6652 0.2718 -0.7145 1.68 -0.81 -3.69 0.279
O 0.3014 0.8402 -1.3235 -1.43 0.71 1.31 -0.053
Au 0.8878 -2.7796 -0.0644 9.31 -14.03 -8.06 1.131
P 1.2619 1.0641 0.1955 0.68 -0.05 -0.39 0.551
H 0.7042 2.3021 0.6114 0.07 0.27 0.00 0.351
```
Forces are in eV/Å.

Output
- E_HOMO (spin up / spin down): -0.956 / -0.967 hartree
- Total charge: +3
- Energy relative to the best compared isomer or geometry (same formula, charge and spin): 93.1 kcal per mole
- <S²>: 2.01
- 2S+1: 3